Molecular formula: C21H15F6N2O4S6W
Method: DFT, ωB97M-V with the def2-TZVPD basis set

Calculated values
- Total charge: +1
- Relative energy (zero: lowest compared OMol25 entry of this formula, charge and spin): 1.70 kcal per mole
- Orbital gap (alpha / beta): 6.58 / 6.64 eV
- E_HOMO (alpha / beta): -10.86 / -10.89 eV

The geometry in XYZ format:
```
55
Properties=species:S:1:pos:R:3:forces:R:3
W 0.209 -0.034 0.030 0.5 0.2 0.3
S 1.790 -2.779 0.128 0.0 -0.2 -0.5
S -0.033 0.053 -2.325 0.0 -0.2 0.0
S -0.599 0.192 2.274 0.1 0.1 0.0
S 1.199 2.206 -0.145 -0.1 0.0 -0.2
S -1.633 -1.683 -0.123 0.0 0.0 0.1
S 3.590 -0.856 -0.188 0.2 -0.2 0.1
F 2.852 0.437 2.005 0.0 0.0 0.0
F 0.657 -4.845 1.180 0.0 0.0 0.0
F 2.216 -3.985 2.413 0.0 0.0 0.0
F 4.089 -1.299 2.367 0.0 0.0 0.0
F 4.968 0.515 1.571 -0.1 0.0 0.0
F 2.736 -5.125 0.643 0.0 0.0 0.0
O 2.360 -0.139 -0.611 0.0 0.2 0.2
O 1.131 -1.724 0.974 -0.5 -0.3 -0.2
O 1.043 -3.133 -1.034 0.2 -0.1 0.1
O 4.768 -0.579 -0.916 -0.1 0.0 -0.1
N 3.293 -2.400 -0.061 -0.1 0.1 0.0
N -1.610 1.349 -0.251 -0.1 0.0 0.0
C -1.369 -1.883 3.897 0.0 0.0 0.0
C -3.685 2.949 -1.184 0.0 0.0 0.0
C -1.474 2.686 -0.327 0.1 0.0 0.1
C -0.202 3.275 0.201 -0.1 -0.1 0.0
C 3.900 -0.260 1.572 0.1 0.0 0.0
C -2.188 -3.534 1.808 0.0 0.0 0.0
C 2.091 3.545 -2.338 0.0 0.0 0.0
C 2.232 3.783 -3.694 0.0 0.0 0.0
C 1.861 -4.301 1.179 0.1 0.2 0.2
C -2.271 -3.984 3.116 0.0 0.0 0.0
C -1.268 -1.417 2.590 -0.1 -0.1 -0.1
C -3.090 -0.594 -0.133 0.0 0.0 -0.1
C -1.865 -3.154 4.152 0.0 0.0 0.0
C -1.699 -2.259 1.562 0.0 0.0 0.1
C 1.368 2.439 -1.908 -0.1 0.0 -0.1
C 0.952 1.795 -4.171 0.0 0.0 0.0
C -2.818 0.825 -0.517 0.0 -0.1 0.0
C -2.480 3.508 -0.798 0.0 0.0 0.0
C 1.658 2.904 -4.605 0.0 0.0 0.0
C -3.860 1.589 -1.013 0.0 0.0 0.0
C 0.801 1.537 -2.809 0.0 0.1 0.1
H -3.851 -1.040 -0.769 0.0 0.0 0.0
H -3.455 -0.593 0.895 0.0 0.0 0.0
H -1.040 -1.251 4.712 0.0 0.0 0.0
H 0.523 1.107 -4.887 0.0 0.0 0.0
H -0.257 3.371 1.289 0.0 0.0 0.0
H -2.493 -4.166 0.983 0.0 0.0 0.0
H -2.647 -4.976 3.325 0.0 0.0 0.0
H 2.548 4.209 -1.614 0.0 0.0 0.0
H -4.479 3.564 -1.584 0.0 0.0 0.0
H -4.801 1.111 -1.246 0.0 0.0 0.0
H -0.006 4.257 -0.222 0.0 0.0 0.0
H 1.771 3.079 -5.666 0.0 0.0 0.0
H -2.306 4.573 -0.864 0.0 0.0 0.0
H 2.796 4.639 -4.037 0.0 0.0 0.0
H -1.924 -3.502 5.175 0.0 0.0 0.0
```
Positions in Å, forces in eV/Å.

Formally, the natural (NBO) partial charges of the atoms, in units of the elementary charge, are as follows: 0.826, 2.209, -0.001, -0.038, 0.514, 0.500, 2.247, -0.300, -0.289, -0.286, -0.289, -0.282, -0.276, -0.964, -0.949, -0.862, -0.831, -1.152, -0.455, -0.207, -0.105, 0.237, -0.578, 0.754, -0.220, -0.210, -0.209, 0.783, -0.213, -0.198, -0.568, -0.163, -0.159, -0.164, -0.197, 0.254, -0.229, -0.166, -0.228, -0.205, 0.263, 0.276, 0.235, 0.235, 0.272, 0.236, 0.235, 0.228, 0.244, 0.242, 0.262, 0.233, 0.242, 0.234, 0.233

Molecular formula: C13H14F6MnN3O10P2S3
Method: DFT, ωB97M-V with the def2-TZVPD basis set

Calculated values
- Total charge: +1
- 2S+1: 2
- <S²>: 0.8140
- Orbital gap (alpha / beta): 5.74 / 5.35 eV
- E_HOMO (alpha / beta): -11.94 / -11.82 eV

The geometry in XYZ format:
```
52
Properties=species:S:1:pos:R:3:forces:R:3
Mn 0.650 -0.081 0.110 1.8 -1.2 2.5
S 1.313 0.862 -2.727 0.1 0.3 -1.2
S -0.374 2.236 -1.254 0.2 3.3 -1.8
S 4.365 -0.821 2.413 -0.5 -0.3 -0.4
P -2.273 -0.632 -0.168 -1.0 -0.8 -0.4
P -1.454 0.781 2.311 0.2 0.9 -0.1
F 2.132 -1.105 -4.244 0.1 0.3 0.3
F 0.106 4.433 -2.706 -0.2 -0.4 0.2
F -0.118 4.795 -0.586 -0.2 -0.3 0.0
F 0.002 -0.809 -4.291 -0.1 0.1 0.2
F 1.688 3.903 -1.334 -0.1 -0.2 0.0
F 1.296 0.532 -5.372 0.0 0.3 0.4
O -1.737 2.568 -0.959 -0.1 -0.2 -0.5
O -1.686 0.664 3.742 -0.2 -0.2 0.3
O 1.459 -0.148 -1.668 0.0 -1.1 0.7
O -2.050 -2.024 0.242 -0.3 -0.1 0.2
O 0.521 1.803 -0.184 0.7 -0.1 1.1
O -0.299 -0.073 1.729 0.4 -0.3 -0.9
O -1.076 0.036 -0.846 -0.6 -0.7 0.3
O -1.193 2.313 1.850 -0.3 -0.5 0.0
O 2.429 1.714 -2.883 0.5 0.1 -0.2
O -3.555 -0.466 -1.140 0.5 0.5 0.2
N 1.239 -2.067 0.277 0.0 0.1 -0.2
N -0.082 1.585 -2.646 -0.1 -0.2 0.1
N -3.564 1.623 0.697 0.1 0.5 -0.5
C 2.984 -1.106 1.437 0.0 0.3 0.0
C 2.289 -4.642 0.360 -0.3 0.2 -0.1
C 0.618 -3.075 -0.336 -0.2 -0.1 -0.1
C 0.372 3.952 -1.498 0.1 0.5 0.1
C -3.931 -0.424 1.990 -0.1 -0.3 0.3
C 4.054 0.869 2.398 -0.5 0.1 -0.3
C 2.961 -3.598 0.971 -0.2 0.5 0.1
C -2.917 0.401 1.231 0.9 -0.5 0.0
C 1.099 -4.374 -0.305 0.3 0.0 0.1
C 2.300 0.068 1.115 -0.3 0.1 -0.5
C 1.172 -0.188 -4.276 -0.3 -0.4 -0.2
C 2.939 1.195 1.686 0.2 0.4 0.0
C 2.415 -2.316 0.918 -0.2 -0.5 -0.2
H -2.864 2.145 0.101 -0.4 -0.1 0.3
H -4.334 1.340 0.075 0.1 0.1 0.2
H -3.822 -1.324 -1.471 -0.2 -0.4 -0.3
H 4.725 1.533 2.909 0.1 0.1 0.1
H -0.318 -2.847 -0.825 0.1 0.1 0.0
H 3.902 -3.746 1.477 0.1 -0.1 0.1
H -3.906 2.240 1.443 0.0 -0.2 -0.2
H -4.223 0.060 2.920 0.0 0.1 0.0
H 0.543 -5.159 -0.794 0.0 0.0 0.0
H -4.806 -0.610 1.367 -0.1 0.0 0.0
H 2.687 -5.646 0.392 0.0 0.0 0.0
H -0.771 2.813 2.552 0.1 0.2 0.3
H 2.574 2.200 1.558 0.1 0.2 0.0
H -3.483 -1.382 2.245 -0.1 0.0 0.0
```
Positions in Å, forces in eV/Å.

Formally, the Mulliken partial charges of the atoms, in units of the elementary charge, are as follows: 0.479, 1.025, 1.148, -0.196, 0.717, 0.939, -0.202, -0.211, -0.201, -0.203, -0.188, -0.176, -0.965, -0.756, -0.376, -0.777, -0.270, -0.578, -0.545, -0.561, -0.563, -0.604, 0.328, -0.416, -0.007, -0.149, -0.356, -0.247, 0.516, -1.773, -0.606, -1.000, 0.432, -0.982, 0.691, 0.533, -0.602, 1.531, 0.337, 0.455, 0.377, 0.526, 0.558, 0.471, 0.406, 0.439, 0.459, 0.454, 0.458, 0.328, 0.482, 0.422

Molecular formula: C2H42O21
Method: DFT, ωB97M-V with the def2-TZVPD basis set

Calculated values
- Total charge: -2
- Relative energy (zero: lowest compared OMol25 entry of this formula, charge and spin): 32.09 kcal per mole
- Orbital gap: 8.09 eV
- E_HOMO: -3.41 eV

The geometry in XYZ format:
```
65
Properties=species:S:1:pos:R:3:forces:R:3
O -0.790 1.465 0.970 1.4 -1.1 -1.0
O -1.683 3.463 2.146 -0.7 1.0 1.0
O 0.530 -0.999 -1.403 0.4 0.3 0.2
O -0.027 4.026 -0.506 -1.6 0.2 -2.4
O -1.936 0.925 -2.366 -1.9 2.3 -2.2
O 1.920 -3.441 -2.852 -0.5 0.4 -0.4
O 3.270 -2.693 1.059 -0.1 -0.8 1.3
O 0.337 1.233 3.314 0.1 1.2 -0.3
O -1.806 -2.144 2.469 1.0 -0.5 -0.1
O -2.550 2.869 -0.676 -1.5 0.2 -1.5
O -1.121 -2.178 -3.048 0.0 -0.3 0.4
O -4.133 -0.379 -1.269 -2.5 -0.8 -1.4
O 3.150 -0.931 -0.981 1.0 0.9 0.9
O 2.887 2.384 -1.364 1.1 -0.8 -2.6
O -2.001 -3.120 0.078 -0.8 -0.2 0.0
O 2.817 0.230 1.898 1.4 -0.6 -0.5
O -2.941 0.090 1.283 -0.4 -0.9 0.2
O 0.702 -3.450 0.085 0.1 -2.5 1.4
O 2.222 3.045 1.035 -0.3 1.4 1.4
O 1.038 1.029 -3.335 1.1 0.0 -0.9
O 0.881 -1.666 3.041 2.6 0.5 1.3
C 0.106 0.940 0.050 1.0 -2.1 2.8
C -0.136 -0.506 -0.277 -0.3 -0.1 -1.4
H 0.577 3.449 -0.097 1.3 -1.1 0.9
H 0.167 1.385 -0.866 -0.2 1.9 -2.7
H 1.595 -2.650 -2.366 0.2 -0.5 -0.3
H -2.141 -2.364 3.318 -0.4 -0.2 1.1
H -2.362 -1.460 2.112 -0.8 1.3 -0.4
H -4.528 -1.256 -1.114 0.3 0.5 -0.1
H 3.447 -0.322 -0.274 0.1 -0.2 -0.6
H 0.029 1.339 2.349 -0.1 -0.5 1.0
H -1.364 0.375 -1.934 2.5 -2.4 1.7
H -2.063 0.536 -3.229 -0.2 0.0 -0.2
H -1.868 -2.942 1.015 -0.9 -0.8 0.8
H 3.403 -2.078 0.354 0.5 0.7 -1.2
H -3.525 0.822 1.094 -0.3 0.3 -0.1
H -3.365 -0.410 -0.749 1.8 0.1 1.4
H 2.028 0.569 1.504 -0.9 0.6 -0.4
H 0.040 -1.773 2.652 -1.4 -0.2 -1.3
H 1.170 0.829 0.310 0.1 1.2 0.5
H -1.866 2.737 -0.056 1.2 0.1 1.9
H -2.054 0.464 1.065 0.6 0.7 0.3
H 0.743 -2.594 -0.260 0.3 2.3 -1.7
H -1.153 -0.467 -0.516 -2.4 -0.7 0.0
H -0.669 -1.831 -2.220 0.3 0.0 -0.9
H 0.372 1.650 -3.119 -1.1 1.1 0.1
H -2.367 2.136 -1.274 -0.6 0.1 -0.4
H 0.235 -3.984 -0.563 0.1 0.0 -0.1
H 1.435 -3.420 -3.698 0.2 0.2 0.7
H 2.162 1.832 -1.660 0.0 -0.3 -0.8
H -0.041 -1.200 0.530 0.2 0.0 1.3
H 2.328 -2.839 0.945 -0.2 -0.8 0.2
H 2.204 -0.714 -1.041 -0.7 -0.4 -0.6
H -2.178 3.066 2.867 0.0 0.1 0.1
H 0.841 0.302 -2.747 -0.1 -1.3 0.8
H 2.714 0.468 2.803 -0.1 0.3 1.2
H -1.204 -2.649 -0.108 0.8 0.3 -1.5
H 1.986 3.823 1.579 -0.4 -0.5 -0.5
H 1.617 -1.443 2.427 -0.9 -0.4 0.2
H 3.039 2.788 1.450 0.6 -0.7 0.1
H -1.633 -1.437 -3.368 -0.2 0.0 0.0
H -1.217 2.694 1.785 0.4 -0.1 -0.5
H -0.467 3.423 -1.182 0.5 1.5 1.3
H 0.611 0.336 3.474 -0.2 -0.9 -0.2
H 2.610 2.634 -0.528 -0.6 1.1 2.4
```
Positions in Å, forces in eV/Å.

Formally, the natural (NBO) partial charges of the atoms, in units of the elementary charge, are as follows: -0.956, -0.984, -1.025, -0.942, -0.938, -0.968, -0.988, -1.046, -0.973, -0.990, -0.991, -0.954, -0.982, -0.968, -0.976, -0.963, -1.044, -0.972, -0.952, -0.970, -1.012, -0.073, -0.066, 0.465, 0.127, 0.502, 0.478, 0.524, 0.459, 0.471, 0.501, 0.479, 0.478, 0.478, 0.481, 0.492, 0.487, 0.477, 0.495, 0.097, 0.488, 0.509, 0.482, 0.102, 0.503, 0.456, 0.470, 0.491, 0.462, 0.474, 0.129, 0.474, 0.496, 0.444, 0.500, 0.478, 0.459, 0.493, 0.503, 0.487, 0.438, 0.495, 0.470, 0.474, 0.465

Molecular formula: C5H9N
Method: DFT, ωB97M-V with the def2-TZVPD basis set

Calculated values
- Relative energy (zero: lowest compared OMol25 entry of this formula, charge and spin): 86.28 kcal per mole
- Orbital gap: 9.88 eV
- E_HOMO: -8.89 eV

The geometry in XYZ format:
```
15
Properties=species:S:1:pos:R:3:forces:R:3
N -1.636 0.160 0.202 -0.2 -0.6 0.3
C -0.680 1.091 -0.534 -0.1 0.3 0.0
C -0.802 -0.997 -0.571 -0.9 0.5 1.2
C 0.268 -0.016 -0.090 0.3 0.0 0.0
C 1.763 -0.109 -0.162 0.0 0.0 -0.1
C -0.570 -0.010 1.213 0.4 0.1 0.7
H -0.461 0.826 1.904 0.2 0.1 0.1
H 2.101 -1.045 0.299 0.0 0.2 -0.1
H -0.554 2.068 -0.054 -0.2 -0.2 0.0
H -1.495 -0.842 -1.353 0.8 -0.9 -2.6
H -0.872 1.212 -1.612 0.0 -0.1 0.3
H -0.720 -0.958 1.742 0.4 0.2 0.1
H 2.197 0.728 0.396 0.0 -0.1 -0.1
H -0.659 -2.032 -0.186 -0.9 0.7 0.0
H 2.118 -0.076 -1.194 0.1 0.0 0.1
```
Positions in Å, forces in eV/Å.

Formally, the natural (NBO) partial charges of the atoms, in units of the elementary charge, are as follows: -0.354, -0.248, -0.274, -0.057, -0.626, -0.238, 0.175, 0.216, 0.189, 0.218, 0.189, 0.183, 0.217, 0.193, 0.217